(1)
Below is the molecule C5H6IN at a distorted geometry, with properties calculated with ωB97M-V with the def2-TZVPD basis set.

XYZ file:
```
13
Properties=species:S:1:pos:R:3:nbo_charge:R:1
C 0.75 -1.79 0.49 -0.6261
C 0.25 -0.40 0.33 -0.0864
C 0.81 0.78 0.48 -0.0651
N 0.07 1.83 0.01 -0.5303
C -0.94 1.28 -0.74 -0.0997
C -0.90 -0.05 -0.62 -0.2241
I -2.38 -1.27 -1.58 0.1275
H 1.76 -1.92 0.56 0.2186
H 0.19 -2.18 1.38 0.2215
H 0.24 -2.20 -0.49 0.2278
H 1.74 1.15 0.85 0.2047
H 0.10 2.79 0.37 0.4171
H -1.68 1.98 -1.05 0.2145
```

Properties
- DFT total energy (eV) = -14871.5556
- max |F| (eV/Å) = 5.80
- HOMO-LUMO gap (eV) = 8.96
- HOMO energy (eV) = -8.40
- ΔE to the lowest compared entry with this formula, charge and spin (eV) = 0.620
- lowest unoccupied orbital energy (eV) = 0.56
- SMILES = Cc1c[nH]cc1I

=====

(2)
Below is the molecule C5H6IN3O2 at a distorted geometry, with properties calculated with ωB97M-V with the def2-TZVPD basis set.

XYZ file:
```
17
Properties=species:S:1:pos:R:3:nbo_charge:R:1
C -1.20 -0.87 1.54 -0.0008
C -0.32 -1.85 1.08 0.0902
C -0.10 -0.73 -0.76 0.0132
C 0.94 2.19 -0.91 -0.6242
C -0.49 1.59 -1.01 -0.2274
N -1.32 0.27 0.92 -0.3174
N -0.59 0.34 -0.24 -0.2291
N 0.46 -2.88 1.40 0.4281
O 0.56 -3.10 2.63 -0.4363
O 1.13 -3.45 0.59 -0.3888
I 1.13 -1.10 -2.36 0.3161
H -1.88 -1.09 2.40 0.2498
H 1.49 1.84 -1.78 0.2187
H 1.35 1.80 0.07 0.2306
H 0.90 3.28 -0.99 0.2289
H -0.86 1.49 -2.02 0.2183
H -1.19 2.27 -0.56 0.2299
```

Properties
- DFT total energy (eV) = -21939.9787
- max |F| (eV/Å) = 6.65
- HOMO-LUMO gap (eV) = 8.11
- HOMO energy (eV) = -8.78
- ΔE to the lowest compared entry with this formula, charge and spin (eV) = 4.789
- lowest unoccupied orbital energy (eV) = -0.67

=====

(3)
Below is the molecule C5H6INO3 at a distorted geometry, with properties calculated with ωB97M-V with the def2-TZVPD basis set.

XYZ file:
```
16
Properties=species:S:1:pos:R:3:nbo_charge:R:1
O -2.48 1.70 -0.03 -0.3568
N -1.29 1.54 -0.05 0.4862
O -0.53 2.41 -0.47 -0.4411
C -0.71 0.25 0.21 0.0935
C -1.79 -0.99 0.27 -0.3756
I -3.80 -0.89 0.00 0.3404
C 0.69 0.21 0.29 0.1557
O 1.27 1.32 0.91 -0.7054
C 1.28 -1.24 0.44 -0.3956
C 1.49 -0.50 -0.85 -0.4180
H -1.25 -1.92 0.18 0.1995
H 0.92 2.13 0.44 0.5051
H 0.61 -2.00 0.43 0.2096
H 2.01 -1.04 1.20 0.2440
H 2.44 -0.07 -1.19 0.2358
H 1.12 -0.91 -1.77 0.2227
```

Properties
- DFT total energy (eV) = -21008.1856
- max |F| (eV/Å) = 8.97
- HOMO-LUMO gap (spin up / spin down) (eV) = 7.25 / 7.25
- HOMO energy (spin up / spin down) (eV) = -8.79 / -8.79
- ΔE to the lowest compared entry with this formula, charge and spin (eV) = 6.597
- lowest unoccupied orbital energy (spin up / spin down) (eV) = -1.53 / -1.54
- SMILES = O=[N+]([O-])/C(=C\I)C1(O)CC1

=====

(4)
Below is a structure of composition C5H6IrLiO2 at a distorted geometry, with properties calculated with ωB97M-V with the def2-TZVPD basis set.

XYZ file:
```
15
Properties=species:S:1:pos:R:3:lowdin_charge:R:1
C -0.45 -0.72 -0.01 -0.0167
C 0.32 -1.16 1.10 0.1656
H 1.30 -1.62 0.93 0.1502
H -0.25 -1.38 2.01 0.1572
O -2.55 -1.33 -0.87 -0.3726
C -1.74 -0.44 -0.33 -0.1569
Ir -4.06 -1.93 -0.59 1.5214
H -2.09 0.60 -0.29 0.1674
C 0.65 0.70 0.69 0.0523
C 1.54 0.77 -0.51 -0.1644
O 1.61 1.71 -1.29 0.0168
Li 2.42 2.20 -2.88 0.9132
H 1.02 1.67 1.09 0.1948
H -0.03 0.93 1.53 0.1927
H 2.32 -0.01 -0.58 0.1791
```

Properties
- DFT total energy (eV) = -12375.7628
- max |F| (eV/Å) = 11.38
- spin multiplicity = 6
- HOMO-LUMO gap (spin up / spin down) (eV) = 7.81 / 6.45
- HOMO energy (spin up / spin down) (eV) = -20.10 / -21.83
- lowest unoccupied orbital energy (spin up / spin down) (eV) = -12.30 / -15.37
- total charge = +3

=====

(5)
Below is a structure of composition C5H6LiO4Pb at a distorted geometry, with properties calculated with ωB97M-V with the def2-TZVPD basis set.

XYZ file:
```
17
Properties=species:S:1:pos:R:3:nbo_charge:R:1
O -1.00 0.62 3.49 -0.8539
C -0.62 1.35 2.55 0.9906
O -0.67 2.55 2.44 -0.6595
O -0.01 0.57 1.48 -0.4378
C 0.54 1.16 0.50 0.5885
C 1.02 0.41 -0.64 -0.7485
Li -1.60 2.67 4.26 0.9830
H 0.51 2.26 0.51 0.2393
H 0.24 0.55 -1.41 0.3472
H 1.91 0.91 -1.05 0.3117
H 1.25 -0.62 -0.30 0.2791
Pb -1.12 -1.38 4.30 0.9484
C -0.11 -2.22 -2.68 -0.8570
C -0.05 -2.13 -3.99 0.7485
O -0.01 -2.02 -5.14 -0.3951
H 0.80 -2.50 -2.13 0.2554
H -1.08 -2.16 -2.18 0.2602
```

Properties
- DFT total energy (eV) = -18906.7353
- max |F| (eV/Å) = 2.43
- spin multiplicity = 2
- HOMO-LUMO gap (spin up / spin down) (eV) = 5.05 / 5.05
- HOMO energy (spin up / spin down) (eV) = -13.99 / -13.99
- ΔE to the lowest compared entry with this formula, charge and spin (eV) = 0.000
- lowest unoccupied orbital energy (spin up / spin down) (eV) = -8.94 / -8.94
- total charge = +2

=====

(6)
Below is a structure of composition C5H6N at a distorted geometry, with properties calculated with ωB97M-V with the def2-TZVPD basis set.

XYZ file:
```
12
Properties=species:S:1:pos:R:3:nbo_charge:R:1
C 0.74 0.94 0.15 -0.2062
C 1.86 0.26 0.03 0.0408
C -2.49 -1.06 0.09 0.0089
C -1.27 1.04 -0.11 0.2494
C 2.89 -0.58 -0.11 -0.3307
N -1.91 0.00 -0.05 -0.2718
H 0.61 1.94 0.23 0.1998
H -2.65 -1.74 -0.80 0.2698
H -2.85 -1.22 1.24 0.2718
H -1.43 2.04 -0.26 0.2445
H 3.21 -1.15 0.73 0.2590
H 3.30 -0.47 -1.13 0.2646
```

Properties
- DFT total energy (eV) = -6758.7717
- max |F| (eV/Å) = 6.37
- HOMO-LUMO gap (eV) = 8.18
- HOMO energy (eV) = -13.83
- ΔE to the lowest compared entry with this formula, charge and spin (eV) = 6.406
- lowest unoccupied orbital energy (eV) = -5.65
- total charge = +1

=====

(7)
Below is the ion C5H6N with charge +1 at a distorted geometry, with properties calculated with ωB97M-V with the def2-TZVPD basis set.

XYZ file:
```
12
Properties=species:S:1:pos:R:3:nbo_charge:R:1
C 1.57 0.15 -0.82 -0.5317
C 2.72 0.58 -1.25 0.5124
C 0.46 1.00 -0.53 0.2653
C 0.86 -1.01 -0.03 -0.1519
C -1.58 0.04 0.61 -0.4763
N -0.24 0.05 0.05 -0.2295
H 0.24 2.06 -0.84 0.2864
H 0.63 -1.89 -0.69 0.2808
H 1.37 -1.09 0.92 0.2654
H -2.27 0.63 0.14 0.2515
H -1.79 0.45 1.57 0.2620
H -1.99 -0.97 0.89 0.2656
```

Properties
- DFT total energy (eV) = -6758.8509
- max |F| (eV/Å) = 3.53
- HOMO-LUMO gap (eV) = 9.57
- HOMO energy (eV) = -15.57
- ΔE to the lowest compared entry with this formula, charge and spin (eV) = 6.327
- lowest unoccupied orbital energy (eV) = -6.01
- total charge = +1

=====

(8)
Below is a structure of composition C5H6N at a distorted geometry, with properties calculated with ωB97M-V with the def2-TZVPD basis set.

XYZ file:
```
12
Properties=species:S:1:pos:R:3:nbo_charge:R:1
C -0.35 -0.97 -0.47 0.3922
C 1.04 -1.06 -0.26 -0.3586
C -0.22 1.23 0.02 -0.4046
C -1.20 0.22 -0.56 -0.0647
C 0.28 -0.02 0.76 -0.0191
N -1.10 -0.70 0.63 -0.2205
H 1.43 -1.90 0.31 0.2913
H 1.71 -0.71 -1.04 0.2823
H 0.47 1.72 -0.67 0.2518
H -0.69 1.96 0.67 0.2630
H -2.09 0.32 -1.15 0.2790
H 0.71 -0.08 1.76 0.3082
```

Properties
- DFT total energy (eV) = -6759.8744
- max |F| (eV/Å) = 1.64
- HOMO-LUMO gap (eV) = 10.27
- HOMO energy (eV) = -16.23
- ΔE to the lowest compared entry with this formula, charge and spin (eV) = 5.303
- lowest unoccupied orbital energy (eV) = -5.96
- total charge = +1

=====

(9)
Below is a cluster of 2 separate species, C5H6N in total at a distorted geometry, with properties calculated with ωB97M-V with the def2-TZVPD basis set.

XYZ file:
```
12
Properties=species:S:1:pos:R:3:nbo_charge:R:1
C 0.92 2.57 -0.93 0.0521
C 2.73 -1.02 0.48 0.4346
C 0.77 1.34 -0.79 -0.1060
C -2.70 -0.95 0.55 -0.5092
C 0.69 -0.01 -0.51 -0.0231
N 1.78 -0.54 0.04 -0.2106
H 1.23 3.54 -1.10 0.2593
H 3.43 -1.15 1.15 0.2526
H -3.41 -0.20 0.20 0.1883
H -2.28 -1.05 1.53 0.1776
H -2.86 -1.85 0.00 0.1678
H -0.32 -0.68 -0.61 0.3164
```

Properties
- DFT total energy (eV) = -6757.4334
- max |F| (eV/Å) = 5.11
- HOMO-LUMO gap (spin up / spin down) (eV) = 5.30 / 9.09
- HOMO energy (spin up / spin down) (eV) = -12.42 / -14.06
- ΔE to the lowest compared entry with this formula, charge and spin (eV) = 7.744
- lowest unoccupied orbital energy (spin up / spin down) (eV) = -7.13 / -4.97
- total charge = +1